Entry a
The following is a DFT calculation (the ωB97M-V functional and the def2-TZVPD basis) of a structure of composition C9H8N2O.

## Properties
E_HOMO   -8.706 eV
Frontier orbital gap   9.0 eV

```
! RIJCOSX wB97M-V def2-TZVPD def2/J DEFGRID3
* xyz 0 1
C 1.445 -1.612 -0.007
N 0.188 -1.934 0.007
H 3.839 0.962 -0.940
H 3.844 -0.673 -0.046
H -3.774 1.786 0.302
O 1.392 2.009 -0.025
H -4.141 -0.501 -0.165
C 3.292 0.006 -0.053
H 2.159 -2.197 -0.015
C -0.818 -0.977 -0.015
H -2.442 -2.247 0.017
C 0.939 0.909 0.052
N 1.853 -0.257 -0.028
C -2.211 -1.347 -0.014
H 3.487 0.748 1.003
H -1.280 2.645 0.045
C -3.144 -0.233 -0.055
C -2.726 1.121 -0.026
C -0.463 0.449 0.059
C -1.439 1.343 -0.095
*
```

Entry b
The following is a DFT calculation (the ωB97M-V functional and the def2-TZVPD basis) of an isolated molecule of C9H8N2O.

## Properties
SMILES   C=C(C#N)[C@@H](O)c1ccncc1
E_HOMO   -9.438 eV
Frontier orbital gap   9.2 eV

```
! RIJCOSX wB97M-V def2-TZVPD def2/J DEFGRID3
* xyz 0 1
H 3.235 -0.613 -1.855
H -0.601 -2.180 -0.924
N 1.751 2.289 -0.694
C 1.724 1.149 -0.504
H 2.827 -2.067 -1.066
H 1.047 -1.899 0.719
C 0.962 -0.847 0.779
O 1.331 -0.294 1.913
N -3.031 0.251 -0.405
H 0.791 -1.115 2.573
C -0.466 -0.445 0.414
H -2.631 2.350 0.056
H -0.349 1.467 1.303
C -2.508 -0.936 -0.649
C -1.011 0.825 0.670
C 1.681 -0.302 -0.381
C -1.080 -1.251 -0.487
H -3.260 -1.458 -1.203
C 2.521 -0.990 -1.233
C -2.281 1.146 0.190
*
```

Tell me which of them is the least stable. Sure, it is entry a.

Entry a
The following is a DFT calculation (the ωB97M-V functional and the def2-TZVPD basis) of the ion C2H3N2O2 with charge +1.

## Properties
SMILES   O=C1C[N+](=O)N1
E_HOMO   -16.912 eV
Frontier orbital gap   10.0 eV

```
! RIJCOSX wB97M-V def2-TZVPD def2/J DEFGRID3
* xyz 1 1
O 2.045 -0.584 0.053
C -0.084 0.648 -0.068
N 0.894 -0.508 0.021
O -2.320 -0.455 0.051
H 0.038 1.351 0.776
N -0.062 -1.415 -0.082
H -0.210 1.277 -0.826
H -0.048 -2.478 0.146
C -1.133 -0.405 0.000
*
```

Entry b
The following is a DFT calculation (the ωB97M-V functional and the def2-TZVPD basis) of a cluster of 2 separate species, C2H3N2O2 in total.

## Properties
E_HOMO (alpha / beta)   -14.289 / -14.290 eV
Frontier orbital gap (alpha / beta)   8.3 / 8.3 eV

```
! RIJCOSX wB97M-V def2-TZVPD def2/J DEFGRID3
* xyz 1 1
O 3.583 0.591 0.065
H -1.666 -0.782 0.668
H -0.035 1.630 -0.521
C -1.838 0.226 0.257
N 0.107 0.580 -0.419
N 2.428 0.411 0.246
C 1.251 0.054 -0.153
O -2.360 1.229 0.105
H 1.270 -1.003 0.203
*
```

Tell me which of them is the least stable. Sure, it is entry b.